1.
Density functional theory data (ωB97M-V with the def2-TZVPD basis set) for a single C21H26N2O3 molecule.

Results
energy relative to the best compared isomer or geometry (same formula, charge and spin): 252.8 kJ/mol
charge: 0
2S+1: 1
SMILES: COc1ccc(CN2CCN(C(=O)Cc3ccccc3)CC2)c(OC)c1

Last column: natural (NBO) charge in e.
CARTESIAN COORDINATES (ANGSTROEM)
C (3.711, 5.453, 3.455)  -0.25
O (2.716, 5.247, 2.484)  -0.49
C (2.088, 4.038, 2.429)  0.33
C (1.110, 3.903, 1.447)  -0.31
C (0.423, 2.714, 1.326)  -0.11
C (0.687, 1.636, 2.157)  -0.16
C (-0.085, 0.352, 2.002)  -0.24
N (-0.290, 0.032, 0.599)  -0.44
C (-1.264, -1.023, 0.408)  -0.22
C (-1.533, -1.196, -1.090)  -0.22
N (-0.303, -1.514, -1.770)  -0.44
C (0.026, -2.670, -2.387)  0.70
O (1.139, -2.859, -2.844)  -0.64
C (-1.071, -3.722, -2.518)  -0.55
C (-2.221, -3.251, -3.367)  0.08
C (-3.536, -3.521, -3.009)  -0.24
C (-4.584, -3.096, -3.806)  -0.21
C (-4.330, -2.392, -4.970)  -0.22
C (-3.022, -2.121, -5.336)  -0.20
C (-1.975, -2.549, -4.541)  -0.25
C (0.708, -0.498, -1.557)  -0.23
C (0.955, -0.319, -0.061)  -0.24
C (1.670, 1.772, 3.142)  0.40
O (1.888, 0.682, 3.939)  -0.51
C (2.885, 0.749, 4.927)  -0.25
C (2.366, 2.970, 3.274)  -0.42
H (4.058, 6.475, 3.309)  0.20
H (3.312, 5.350, 4.470)  0.17
H (4.553, 4.765, 3.323)  0.17
H (0.907, 4.740, 0.800)  0.22
H (-0.333, 2.596, 0.566)  0.22
H (0.439, -0.456, 2.537)  0.19
H (-1.071, 0.475, 2.463)  0.20
H (-2.192, -0.743, 0.911)  0.20
H (-0.915, -1.986, 0.828)  0.16
H (-2.286, -1.963, -1.254)  0.22
H (-1.912, -0.248, -1.490)  0.20
H (-1.417, -4.032, -1.530)  0.22
H (-0.601, -4.586, -2.996)  0.25
H (-3.743, -4.074, -2.102)  0.21
H (-5.602, -3.315, -3.516)  0.21
H (-5.148, -2.058, -5.591)  0.21
H (-2.818, -1.575, -6.246)  0.21
H (-0.954, -2.343, -4.829)  0.22
H (1.619, -0.816, -2.064)  0.25
H (0.355, 0.446, -1.984)  0.19
H (1.671, 0.488, 0.099)  0.22
H (1.379, -1.252, 0.352)  0.17
H (2.664, 1.519, 5.674)  0.17
H (2.884, -0.227, 5.410)  0.20
H (3.873, 0.933, 4.493)  0.18
H (3.121, 3.069, 4.036)  0.22

2.
Density functional theory data (ωB97M-V with the def2-TZVPD basis set) for 2 unconnected molecules or ions with the total composition C4H11N2 at a distorted geometry.

Results
energy relative to the best compared isomer or geometry (same formula, charge and spin): 346.6 kJ/mol
charge: +1
2S+1: 1

Last column: natural (NBO) charge in e.
CARTESIAN COORDINATES (ANGSTROEM)
C (-0.995, -1.346, -0.670)  0.33
C (-1.087, -1.009, 0.751)  -0.73
C (0.369, 1.784, -0.767)  -0.43
C (1.380, 1.693, 1.454)  0.01
N (-0.278, -2.336, -1.037)  -0.62
N (0.414, 1.513, 0.655)  -0.44
H (-0.584, -1.888, 1.237)  0.25
H (-2.052, -0.634, 0.983)  0.28
H (-0.265, -0.227, 0.856)  0.34
H (0.383, 0.744, -1.238)  0.17
H (1.253, 2.233, -1.308)  0.20
H (-0.398, 2.430, -0.968)  0.23
H (2.245, 2.181, 1.468)  0.17
H (1.136, 1.240, 2.477)  0.16
H (-1.732, -1.085, -1.459)  0.24
H (0.400, -2.696, -0.431)  0.41
H (-0.188, -2.597, -2.003)  0.43

3.
Density functional theory data (ωB97M-V with the def2-TZVPD basis set) for a single C3H8OS molecule at a distorted geometry.

Results
energy relative to the best compared isomer or geometry (same formula, charge and spin): 573.9 kJ/mol
charge: 0
2S+1: 1
SMILES: C=S(=C)(C)O

Last column: natural (NBO) charge in e.
CARTESIAN COORDINATES (ANGSTROEM)
C (-0.925, 1.437, 0.117)  -0.98
S (-0.079, 0.154, -0.297)  1.52
C (-1.171, -1.052, -0.864)  -0.92
C (0.601, -0.654, 1.187)  -0.79
O (1.505, 0.403, -1.180)  -0.91
H (-0.423, 2.198, 0.506)  0.21
H (-1.591, 1.765, -0.608)  0.24
H (-0.631, -1.980, -0.995)  0.20
H (-1.613, -0.751, -1.797)  0.21
H (0.997, -1.709, 1.004)  0.26
H (1.472, -0.021, 1.565)  0.23
H (-0.329, -0.705, 1.792)  0.27
H (2.186, 0.915, -0.431)  0.46

4.
Density functional theory data (ωB97M-V with the def2-TZVPD basis set) for a molecular structure, C4H5FO2Tb at a distorted geometry.

Results
electronic energy: -1228.744013 hartree
charge: +3
2S+1: 7

Last column: Mulliken spin population.
CARTESIAN COORDINATES (ANGSTROEM)
O (-0.695, -2.020, -1.148)  -0.03
C (-0.626, -0.860, -0.728)  0.00
O (-1.606, -0.061, -0.076)  0.01
C (-0.950, 0.440, 1.111)  0.00
C (0.661, 0.320, 0.923)  0.00
C (0.643, 0.189, -0.687)  -0.13
F (0.247, 1.470, -1.166)  -0.01
H (-1.255, 1.456, 1.465)  0.00
H (-1.170, -0.444, 1.834)  0.00
H (1.032, -0.665, 1.318)  0.00
H (1.280, 1.228, 1.118)  0.00
H (1.652, -0.188, -1.124)  -0.02
Tb (0.786, -0.864, -2.840)  6.17

5.
Density functional theory data (ωB97M-V with the def2-TZVPD basis set) for a single C4H6N2S molecule at a distorted geometry.

Results
energy relative to the best compared isomer or geometry (same formula, charge and spin): 402.1 kJ/mol
charge: 0
2S+1: 1
SMILES: C=C1CN=CN1S

Last column: natural (NBO) charge in e.
CARTESIAN COORDINATES (ANGSTROEM)
C (-0.713, -0.097, 1.581)  -0.46
C (-0.424, -0.099, 0.364)  0.15
C (-1.022, 0.507, -0.804)  -0.30
N (-0.081, 0.857, -1.733)  -0.42
C (0.895, -0.093, -1.508)  0.22
N (0.675, -0.912, -0.352)  -0.57
S (2.013, -1.317, 0.771)  0.16
H (-0.363, -0.924, 2.284)  0.24
H (-1.681, 0.456, 1.922)  0.23
H (-1.734, 1.527, -0.449)  0.19
H (-1.856, -0.160, -1.125)  0.23
H (1.880, 0.109, -2.012)  0.22
H (2.412, 0.146, 1.058)  0.13